*P*
The following is a quantum chemistry calculation of a 2-piece molecular cluster, C3H2NO2S2 overall, from the Open Molecules 2025 dataset.

Structure (XYZ):
```
10
C3H2NO2S2 (ωB97M-V/def2-TZVPD)
C -1.683 -1.987 -0.441
C -0.766 -0.952 -0.428
C 0.282 0.566 1.859
N -2.430 -2.880 -0.391
O -1.191 0.296 -0.842
O 0.570 -1.278 -0.572
S -0.757 1.765 1.830
S 1.565 -0.305 2.186
H 1.087 -1.102 0.246
H -1.200 0.948 -0.102
```

multiplicity: 1
M: 148.2 g/mol
charge: -1


*Q*
The following is a quantum chemistry calculation of an isolated ion of composition C3H2NO2S2 and charge -1, from the Open Molecules 2025 dataset.

Structure (XYZ):
```
10
C3H2NO2S2 (ωB97M-V/def2-TZVPD)
C -0.672 -0.519 0.154
C 1.061 0.183 2.086
C 0.169 0.125 -0.599
N 1.685 0.729 1.202
O -0.391 -0.864 -2.832
O -1.101 1.453 -2.405
S -0.495 -0.761 1.888
S 0.032 0.506 -2.461
H -1.583 -0.995 -0.185
H 1.295 0.143 3.152
```

multiplicity: 1
M: 148.2 g/mol
charge: -1


Energetically preferred structure: *P* | next structure: +2.179 eV


*P*
The following is a quantum chemistry calculation of an isolated ion of composition C3H2NO2S2 and charge -1, from the Open Molecules 2025 dataset.

Structure (XYZ):
```
10
C3H2NO2S2 (ωB97M-V/def2-TZVPD)
C -0.359 0.479 0.510
C -0.663 1.678 -0.004
C 0.441 -1.902 0.188
N 0.478 -0.378 -0.120
O 0.997 -2.563 -0.660
O -0.126 -2.128 1.237
S 0.125 2.206 -1.489
S 1.312 0.187 -1.465
H -0.822 0.062 1.394
H -1.383 2.358 0.410
```

multiplicity: 1
M: 148.2 g/mol
SMILES: O=C([O-])N1C=CSS1
charge: -1


*Q*
The following is a quantum chemistry calculation of an isolated ion of composition C3H2NO2S2 and charge -1, from the Open Molecules 2025 dataset.

Structure (XYZ):
```
10
C3H2NO2S2 (ωB97M-V/def2-TZVPD)
C 1.229 -0.426 -0.358
C 2.039 0.610 -0.212
C -0.619 0.217 0.347
N -0.402 1.407 0.639
O -2.511 -1.413 -1.131
O -2.882 -1.263 1.274
S 1.108 2.079 0.490
S -2.605 -0.507 0.000
H 1.455 -1.406 -0.860
H 3.188 0.703 -0.189
```

multiplicity: 1
M: 148.2 g/mol
charge: -1


Energetically preferred structure: *P* | next structure: +3.091 eV


*P*
The following is a quantum chemistry calculation of an isolated ion of composition C6H8N2P and charge +1, from the Open Molecules 2025 dataset.

Structure (XYZ):
```
17
C6H8N2P (ωB97M-V/def2-TZVPD)
C -3.199 -0.066 -0.209
C -2.172 -1.051 0.150
C -2.778 1.190 -0.170
C -0.972 -0.393 0.162
C 0.315 -0.886 0.076
C 2.610 0.093 -0.225
N -1.060 0.944 0.037
N 1.168 0.109 -0.059
P 0.328 1.834 -0.175
H -4.253 -0.216 -0.411
H -2.444 -2.027 -0.083
H -3.076 2.180 0.032
H 0.456 -1.974 0.051
H 2.806 0.872 -0.975
H 2.984 -0.810 -0.526
H 2.917 0.268 0.800
H 0.635 1.794 1.136
```

multiplicity: 1
M: 139.1 g/mol
SMILES: C[n+]1cc2cccn2[pH]1
charge: +1


*Q*
The following is a quantum chemistry calculation of a 2-piece molecular cluster, C6H8N2P overall, from the Open Molecules 2025 dataset.

Structure (XYZ):
```
17
C6H8N2P (ωB97M-V/def2-TZVPD)
C -1.840 2.177 0.549
C -1.457 1.234 1.469
C -1.139 1.995 -0.685
C -0.512 0.439 0.766
C 0.400 -0.616 0.889
C 1.406 -3.026 -0.934
N -0.371 0.960 -0.489
N 1.221 -0.876 -0.098
P 0.946 0.287 -1.396
H -2.496 2.920 0.793
H -1.719 1.174 2.479
H -1.292 2.328 -1.685
H 0.626 -1.240 1.761
H 1.840 -3.243 0.053
H 2.019 -2.736 -1.779
H 0.350 -2.939 -0.902
H 2.020 1.160 -0.790
```

multiplicity: 1
M: 139.1 g/mol
charge: +1


Energetically preferred structure: *P* | next structure: +0.819 eV


*P*
The following is a quantum chemistry calculation of C19H16CdN4O4S2Te as an isolated structure, from the Open Molecules 2025 dataset.

Structure (XYZ):
```
47
C19H16CdN4O4S2Te (ωB97M-V/def2-TZVPD)
Cd 0.755 -1.197 1.701
N 4.598 1.801 0.011
C 5.564 0.860 0.310
C 6.954 0.888 0.289
C 7.599 -0.277 0.671
C 6.886 -1.422 1.062
C 5.504 -1.448 1.082
C 4.842 -0.285 0.693
N 3.488 -0.036 0.625
C 3.381 1.194 0.235
C 2.085 1.842 0.060
C 1.829 3.102 -0.383
S 0.138 3.378 -0.383
C -0.108 1.779 0.207
N 0.975 1.104 0.389
H 4.752 2.756 -0.251
H 7.514 1.768 -0.005
H 8.683 -0.300 0.673
H 7.438 -2.304 1.363
H 4.913 -2.303 1.401
H 2.529 3.861 -0.692
H -1.077 1.344 0.429
C -6.628 0.287 -3.379
C -5.499 -0.212 -2.514
C -4.854 0.630 -1.620
C -3.831 0.157 -0.802
C -3.440 -1.168 -0.869
C -4.086 -2.023 -1.757
C -5.097 -1.547 -2.571
S -2.104 -1.826 0.152
O -1.071 -2.093 -0.829
O -2.720 -2.963 0.806
N -1.622 -0.674 1.082
C -2.317 -0.426 2.337
C -1.438 0.406 3.298
O -2.038 1.088 4.141
O -0.183 0.324 3.149
H -6.591 1.372 -3.486
H -7.599 0.030 -2.948
H -6.586 -0.155 -4.377
H -5.151 1.672 -1.557
H -3.335 0.817 -0.102
H -3.778 -3.060 -1.795
H -5.590 -2.220 -3.267
H -2.603 -1.356 2.841
H -3.236 0.157 2.192
Te 2.155 -3.324 2.385
```

multiplicity: 1
M: 668.5 g/mol
charge: -2


*Q*
The following is a quantum chemistry calculation of C19H16CdN4O4S2Te as an isolated structure, from the Open Molecules 2025 dataset.

Structure (XYZ):
```
47
C19H16CdN4O4S2Te (ωB97M-V/def2-TZVPD)
Cd -0.523 0.478 -0.464
N -1.006 -1.271 4.079
C -0.191 -0.270 4.562
C 0.174 0.119 5.845
C 1.014 1.216 5.944
C 1.466 1.904 4.809
C 1.098 1.517 3.534
C 0.270 0.404 3.420
N -0.258 -0.170 2.285
C -1.000 -1.148 2.703
C -1.734 -2.012 1.803
C -2.494 -3.105 2.116
S -3.105 -3.802 0.673
C -2.345 -2.564 -0.241
N -1.667 -1.718 0.467
H -1.571 -1.895 4.623
H -0.184 -0.398 6.728
H 1.323 1.559 6.924
H 2.104 2.768 4.943
H 1.399 2.044 2.640
H -2.695 -3.520 3.088
H -2.391 -2.485 -1.321
C 3.676 -5.621 -1.866
C 2.705 -4.539 -2.258
C 2.546 -4.160 -3.585
C 1.663 -3.146 -3.936
C 0.922 -2.501 -2.962
C 1.072 -2.869 -1.632
C 1.955 -3.878 -1.288
S -0.200 -1.158 -3.400
O -1.496 -1.533 -2.835
O -0.169 -1.158 -4.857
N 0.299 0.124 -2.701
C 1.727 0.385 -2.654
C 2.403 0.075 -1.295
O 3.637 0.018 -1.288
O 1.643 -0.059 -0.283
H 4.299 -5.914 -2.712
H 3.156 -6.513 -1.507
H 4.334 -5.281 -1.064
H 3.132 -4.651 -4.356
H 1.539 -2.841 -4.967
H 0.534 -2.338 -0.858
H 2.085 -4.134 -0.242
H 1.898 1.451 -2.839
H 2.293 -0.155 -3.421
Te -1.989 2.587 0.352
```

multiplicity: 1
M: 668.5 g/mol
charge: -2


Energetically preferred structure: *Q* | next structure: +0.191 eV


*P*
The following is a quantum chemistry calculation of a single C4H9PS molecule, from the Open Molecules 2025 dataset.

Structure (XYZ):
```
15
C4H9PS (ωB97M-V/def2-TZVPD)
C 0.113 -0.838 -0.863
C 0.673 -0.146 -2.088
C 0.494 1.640 0.003
C -0.383 -0.282 1.874
P 0.950 -0.062 0.613
S 0.659 1.669 -1.814
H -0.969 -0.695 -0.797
H 0.325 -1.909 -0.904
H 1.708 -0.437 -2.273
H 0.081 -0.337 -2.982
H -0.535 1.898 0.266
H 1.168 2.395 0.406
H -0.153 0.339 2.738
H -0.390 -1.323 2.193
H -1.362 -0.013 1.480
```

multiplicity: 1
M: 120.2 g/mol
SMILES: CP1CCSC1


*Q*
The following is a quantum chemistry calculation of a single C4H9PS molecule, from the Open Molecules 2025 dataset.

Structure (XYZ):
```
15
C4H9PS (ωB97M-V/def2-TZVPD)
C -1.026 -0.102 -0.232
C 0.920 -0.033 1.346
C 0.913 -0.528 -1.334
C 0.241 -0.693 0.071
P -1.192 1.795 -0.187
S -2.487 -0.917 -0.429
H 0.634 1.050 1.529
H 0.598 -0.527 2.198
H 2.043 -0.186 1.204
H 0.947 0.623 -1.435
H 1.964 -1.010 -1.351
H 0.353 -1.119 -2.065
H 0.342 -1.741 0.345
H -1.835 1.666 1.178
H -2.415 1.721 -0.839
```

multiplicity: 1
M: 120.2 g/mol
SMILES: CC(C)C(P)=S


Energetically preferred structure: *P* | next structure: +2.336 eV


*P*
The following is a quantum chemistry calculation of a 10-piece molecular cluster, C20H60O10 overall, from the Open Molecules 2025 dataset.

Structure (XYZ):
```
90
C20H60O10 (ωB97M-V/def2-TZVPD)
C 0.176 16.461 -15.601
C 1.114 17.647 -15.530
O 2.458 17.163 -15.265
H -0.866 16.786 -15.722
H 0.166 15.809 -14.732
H 0.385 15.965 -16.553
H 0.870 18.291 -14.676
H 1.134 18.230 -16.446
H 2.411 16.673 -14.434
C -4.235 19.015 -14.885
C -4.189 17.520 -14.753
O -5.534 16.991 -14.698
H -5.084 19.408 -14.334
H -4.324 19.343 -15.926
H -3.288 19.444 -14.553
H -3.847 17.284 -13.728
H -3.517 16.946 -15.394
H -5.464 16.066 -14.447
C -1.468 14.840 -11.873
C -2.332 14.975 -10.673
O -3.598 14.364 -10.982
H -1.896 15.240 -12.796
H -1.187 13.798 -12.037
H -0.527 15.400 -11.815
H -2.469 16.021 -10.374
H -1.865 14.465 -9.821
H -4.180 14.468 -10.224
C 2.601 21.497 -14.254
C 3.430 20.564 -13.415
O 4.811 20.554 -13.805
H 2.832 22.537 -14.027
H 1.532 21.315 -14.112
H 2.818 21.357 -15.316
H 3.057 19.531 -13.437
H 3.425 20.855 -12.363
H 4.831 20.096 -14.658
C 3.439 14.690 -11.358
C 2.910 14.000 -12.614
O 2.651 14.916 -13.664
H 3.644 15.749 -11.535
H 4.402 14.283 -11.046
H 2.732 14.629 -10.533
H 1.989 13.455 -12.364
H 3.591 13.194 -12.907
H 2.986 14.584 -14.508
C -0.435 11.619 -15.827
C -0.828 13.035 -16.232
O -1.167 13.148 -17.598
H -0.277 11.536 -14.754
H 0.435 11.294 -16.398
H -1.254 10.953 -16.114
H -0.077 13.785 -15.991
H -1.676 13.344 -15.595
H -2.008 12.708 -17.749
C 2.491 16.251 -20.129
C 1.177 16.592 -19.457
O 0.825 17.964 -19.635
H 2.789 15.223 -19.903
H 3.269 16.906 -19.722
H 2.442 16.398 -21.205
H 1.245 16.398 -18.380
H 0.357 16.016 -19.881
H 1.486 18.492 -19.167
C 4.142 14.485 -17.875
C 3.385 13.262 -17.386
O 2.438 13.588 -16.379
H 5.055 14.639 -17.299
H 3.492 15.360 -17.859
H 4.473 14.382 -18.915
H 4.077 12.542 -16.946
H 2.922 12.737 -18.229
H 1.638 13.918 -16.801
C 6.724 18.866 -16.527
C 5.547 18.106 -15.939
O 4.341 18.872 -16.126
H 6.394 19.475 -17.369
H 7.524 18.195 -16.822
H 7.087 19.591 -15.792
H 5.704 17.870 -14.882
H 5.417 17.135 -16.437
H 3.633 18.375 -15.665
C 3.666 21.619 -19.171
C 3.674 20.125 -19.259
O 2.794 19.548 -18.308
H 4.288 22.051 -19.958
H 4.075 21.929 -18.209
H 2.657 22.014 -19.297
H 4.700 19.791 -19.054
H 3.412 19.786 -20.262
H 3.286 19.351 -17.501
```

multiplicity: 1
M: 460.7 g/mol
SMILES: CCO.CCO.CCO.CCO.CCO.CCO.CCO.CCO.CCO.CCO


*Q*
The following is a quantum chemistry calculation of a 10-piece molecular cluster, C20H60O10 overall, from the Open Molecules 2025 dataset.

Structure (XYZ):
```
90
C20H60O10 (ωB97M-V/def2-TZVPD)
C -2.118 14.329 33.687
C -1.630 13.119 34.402
C -2.645 12.031 34.801
O -0.815 12.381 33.481
H -1.375 14.704 32.983
H -2.346 15.229 34.257
H -2.993 14.018 33.117
H -1.062 13.474 35.262
H -3.389 12.521 35.429
H -2.207 11.286 35.465
H -3.083 11.340 34.080
H 0.056 12.779 33.557
C -0.859 5.752 28.877
C 0.332 5.319 29.794
C 0.196 3.944 30.423
O 1.451 5.254 28.905
H -1.754 6.054 29.421
H -1.131 4.928 28.218
H -0.762 6.690 28.331
H 0.665 6.005 30.573
H -0.719 3.406 30.177
H 0.191 4.136 31.496
H 0.925 3.165 30.195
H 1.140 4.986 28.037
C -6.343 5.203 26.398
C -7.480 4.596 27.229
C -7.033 3.720 28.376
O -8.344 5.600 27.732
H -5.849 6.012 26.935
H -6.707 5.603 25.452
H -5.583 4.435 26.252
H -8.119 4.014 26.564
H -7.907 3.306 28.878
H -6.509 4.320 29.120
H -6.363 2.912 28.082
H -9.096 5.134 28.105
C 1.378 15.672 29.055
C 2.190 16.670 29.952
C 2.415 17.979 29.176
O 1.442 17.019 31.117
H 0.403 16.125 28.876
H 1.263 14.669 29.466
H 1.829 15.633 28.063
H 3.213 16.361 30.165
H 3.160 18.643 29.616
H 1.506 18.550 28.987
H 2.885 17.639 28.253
H 0.739 17.591 30.800
C -8.448 12.084 33.152
C -9.838 11.778 33.811
C -10.136 10.302 33.809
O -9.756 12.252 35.163
H -8.100 11.508 32.295
H -7.684 11.892 33.905
H -8.364 13.151 32.944
H -10.562 12.368 33.249
H -10.581 10.080 32.839
H -10.931 10.086 34.523
H -9.261 9.662 33.923
H -10.570 12.157 35.663
C -3.353 10.572 29.427
O -2.001 11.022 29.625
H -3.370 9.968 28.520
H -3.922 9.955 30.122
H -3.926 11.488 29.286
H -1.877 11.182 30.564
C -4.248 6.872 34.243
O -3.352 6.097 33.566
H -4.554 7.646 33.540
H -5.129 6.330 34.588
H -3.730 7.423 35.028
H -2.481 6.492 33.659
C 3.094 10.639 27.526
O 3.380 10.710 26.122
H 3.859 11.149 28.111
H 2.163 11.199 27.616
H 3.013 9.641 27.956
H 2.900 9.964 25.754
C 1.318 8.282 34.809
O 0.083 8.376 34.147
H 1.564 7.228 34.943
H 2.165 8.553 34.179
H 1.409 8.853 35.733
H 0.078 9.299 33.883
C -0.968 12.481 25.194
O 0.293 12.472 24.548
H -1.682 13.026 24.577
H -1.279 11.437 25.230
H -0.796 12.965 26.155
H 0.943 12.062 25.124
```

multiplicity: 1
M: 460.7 g/mol
SMILES: CC(C)O.CC(C)O.CC(C)O.CC(C)O.CC(C)O.CO.CO.CO.CO.CO


*R*
The following is a quantum chemistry calculation of a 10-piece molecular cluster, C20H60O10 overall, from the Open Molecules 2025 dataset.

Structure (XYZ):
```
90
C20H60O10 (ωB97M-V/def2-TZVPD)
C -0.314 -1.206 4.380
C 0.473 -2.280 3.699
O -0.525 -3.258 3.368
H -0.480 -1.611 5.343
H -1.377 -0.740 3.984
H 0.303 -0.268 4.410
H 1.183 -2.813 4.116
H 1.031 -1.964 2.744
H -0.148 -4.054 2.896
C -1.902 -4.564 -1.173
C -2.525 -4.821 0.250
O -3.919 -4.667 0.052
H -2.228 -3.556 -1.439
H -2.245 -5.203 -2.026
H -0.871 -4.466 -1.160
H -2.077 -4.352 1.037
H -2.414 -5.793 0.724
H -4.326 -5.504 0.126
C -4.166 -0.089 2.331
C -3.799 -1.555 2.018
O -4.467 -2.028 0.819
H -5.239 -0.008 2.174
H -3.732 0.552 1.574
H -3.878 0.055 3.358
H -4.008 -2.383 2.717
H -2.727 -1.689 1.834
H -3.942 -2.821 0.578
C -4.021 0.981 -3.362
C -3.985 0.508 -1.922
O -4.706 -0.589 -1.666
H -4.949 1.120 -3.588
H -3.573 0.260 -3.970
H -3.384 1.817 -3.461
H -4.322 1.409 -1.378
H -2.892 0.358 -1.442
H -4.860 -0.819 -0.818
C 3.553 2.557 4.675
C 2.315 1.688 4.315
O 1.957 1.887 3.076
H 3.944 2.533 5.660
H 3.631 3.526 4.300
H 4.406 2.486 4.182
H 1.642 1.703 5.218
H 2.602 0.781 4.524
H 1.416 2.568 3.000
C 1.225 3.487 -4.015
C -0.227 3.261 -4.580
O -0.627 1.970 -4.084
H 1.640 4.287 -4.509
H 1.890 2.674 -4.413
H 1.271 3.658 -2.955
H -0.004 3.146 -5.603
H -0.762 4.161 -4.483
H -0.156 1.746 -3.381
C -0.162 -0.565 -0.200
C -0.107 0.946 -0.388
O 0.795 1.312 -1.501
H -0.698 -1.191 -0.836
H -0.521 -0.718 0.813
H 0.655 -1.149 -0.334
H 0.449 1.301 0.480
H -1.114 1.413 -0.623
H 1.557 0.846 -1.480
C 2.249 -3.239 -1.008
C 3.207 -4.351 -1.114
O 3.532 -4.966 0.189
H 2.462 -2.433 -0.389
H 1.221 -3.502 -0.533
H 1.909 -2.770 -1.904
H 4.099 -3.675 -1.261
H 3.086 -5.231 -1.775
H 3.714 -6.044 0.092
C 0.052 4.802 0.018
C 0.781 6.173 0.522
O 0.619 6.164 1.930
H -0.949 4.917 -0.016
H 0.488 3.868 0.495
H 0.103 5.081 -1.023
H 0.240 7.041 0.120
H 1.974 6.150 0.413
H 0.960 7.047 2.168
C 3.634 0.160 -3.286
C 4.106 -0.028 -1.882
O 3.416 0.665 -0.821
H 3.897 1.185 -3.782
H 2.567 -0.268 -3.444
H 4.185 -0.410 -4.183
H 5.021 0.471 -1.974
H 4.298 -1.234 -1.536
H 3.597 0.170 -0.040
```

multiplicity: 1
M: 460.7 g/mol
SMILES: CCO.CCO.CCO.CCO.CCO.CCO.CCO.CCO.CCO.CCO


Energetically preferred structure: *P* | next structure: +3.233 eV